The following is a quantum chemistry calculation of a single C5H7NO molecule, from the Open Molecules 2025 dataset.

Values from the calculation:
Charge = 0
SMILES = O/C=C1\[C@H]2CCN12
HOMO level = -8.561 eV
Kohn-Sham gap = 9.387 eV
Electronic energy = -8832.754 eV
LUMO energy = 0.030 hartree

Cartesian coordinates (Å):
O (0.262, -2.209, -1.835)
C (0.971, -1.213, -1.229)
C (0.421, -0.119, -0.740)
C (-0.734, 0.651, -0.342)
C (-0.994, 0.472, 1.152)
C (0.493, 0.842, 1.359)
N (0.703, 1.111, -0.105)
H (-0.624, -1.858, -2.003)
H (2.038, -1.409, -1.208)
H (-1.391, 1.170, -1.037)
H (-1.324, -0.520, 1.474)
H (-1.671, 1.228, 1.557)
H (1.150, 0.049, 1.728)
H (0.652, 1.753, 1.939)


The following is a quantum chemistry calculation of a molecular structure, C24H32Cl2MnN3O3 at a distorted geometry, from the Open Molecules 2025 dataset.

Values from the calculation:
Charge = -1
Spin multiplicity = 6
HOMO level (alpha / beta) = -1.445 / -3.409 eV
Kohn-Sham gap (alpha / beta) = 3.739 / 5.681 eV
Electronic energy = -92384.232 eV
LUMO energy (alpha / beta) = 0.084 / 0.083 hartree

Cartesian coordinates (Å):
O (0.111, 0.683, -1.714)
C (0.092, 0.400, -2.991)
C (0.634, 1.435, -3.900)
C (0.686, 2.775, -3.489)
H (0.362, 3.051, -2.480)
C (1.162, 3.753, -4.366)
H (1.196, 4.792, -4.034)
C (1.592, 3.406, -5.649)
H (1.951, 4.172, -6.341)
C (1.614, 2.057, -6.028)
H (1.978, 1.760, -7.014)
C (1.179, 1.078, -5.139)
H (1.226, 0.025, -5.409)
H (0.275, -0.652, -3.249)
C (-2.284, 1.197, -4.334)
C (-1.703, -0.182, -4.035)
H (-3.357, 1.094, -4.561)
H (-1.790, 1.673, -5.187)
H (-2.175, 1.843, -3.452)
C (-2.278, -0.946, -3.018)
C (-2.892, -0.352, -1.813)
H (-2.229, -2.029, -3.070)
H (-3.881, 0.093, -2.007)
H (-2.258, 0.424, -1.354)
H (-3.034, -1.138, -1.058)
Mn (1.054, 0.949, -0.019)
Cl (0.643, 3.104, 0.155)
Cl (-1.222, -1.034, -5.480)
C (-1.414, 0.874, 1.914)
O (-0.544, 0.234, 1.265)
N (-1.969, 0.391, 3.025)
C (-1.473, -0.827, 3.659)
C (-3.009, 1.129, 3.734)
H (-1.764, 1.874, 1.597)
H (-0.840, -1.382, 2.962)
H (-2.335, -1.437, 3.957)
H (-0.892, -0.586, 4.563)
H (-3.432, 1.873, 3.049)
H (-2.604, 1.645, 4.618)
H (-3.791, 0.432, 4.061)
H (-0.118, -4.208, 0.844)
H (1.897, -5.260, 0.068)
C (-0.059, -3.344, 0.173)
C (1.879, -4.572, -0.787)
N (1.286, -3.300, -0.389)
H (-0.287, -2.424, 0.713)
C (1.945, -2.154, -0.557)
O (1.501, -1.051, -0.155)
H (2.900, -4.388, -1.133)
H (2.925, -2.247, -1.058)
H (-0.804, -3.492, -0.622)
H (1.298, -5.039, -1.592)
N (2.350, 1.048, 1.643)
C (2.171, 0.803, 2.778)
C (1.947, 0.513, 4.144)
C (1.252, 1.433, 4.946)
C (1.028, 1.140, 6.291)
C (1.491, -0.066, 6.830)
C (2.185, -0.978, 6.031)
C (2.414, -0.695, 4.685)
H (0.903, 2.368, 4.499)
H (0.495, 1.862, 6.913)
H (1.309, -0.295, 7.882)
H (2.553, -1.917, 6.451)
H (2.953, -1.391, 4.036)


The following is a quantum chemistry calculation of a molecular structure, C24H44NdP2 at a distorted geometry, from the Open Molecules 2025 dataset.

Values from the calculation:
Charge = +1
Spin multiplicity = 4
HOMO level (alpha / beta) = -9.513 / -9.512 eV
Kohn-Sham gap (alpha / beta) = 6.690 / 6.719 eV
Electronic energy = -59445.595 eV
LUMO energy (alpha / beta) = -0.104 / -0.103 hartree

Cartesian coordinates (Å):
Nd (0.725, 0.962, 1.021)
C (3.233, 2.072, 0.122)
C (2.198, 2.619, -0.699)
C (2.181, 3.735, 1.314)
C (3.223, 2.774, 1.363)
C (1.535, 3.637, 0.050)
C (4.265, 1.086, -0.294)
H (3.864, 0.379, -1.038)
H (4.631, 0.508, 0.570)
H (5.142, 1.587, -0.750)
C (4.174, 2.610, 2.483)
H (5.017, 1.970, 2.193)
H (3.691, 2.151, 3.354)
H (4.582, 3.577, 2.806)
C (1.911, 4.736, 2.375)
H (2.818, 5.302, 2.630)
H (1.552, 4.255, 3.298)
H (1.143, 5.456, 2.055)
C (0.512, 4.580, -0.461)
H (0.979, 5.489, -0.885)
H (-0.164, 4.907, 0.344)
H (-0.095, 4.120, -1.254)
C (2.015, 2.361, -2.149)
H (2.582, 3.081, -2.756)
H (0.968, 2.450, -2.446)
H (2.362, 1.365, -2.434)
C (-1.547, -3.940, 0.028)
C (-0.756, -3.805, -1.063)
C (-1.293, -3.964, -2.468)
C (-2.649, -3.244, -2.692)
C (-2.775, -1.962, -1.954)
C (-3.435, -1.799, -0.781)
C (-3.903, -2.932, 0.076)
C (-3.006, -4.211, -0.007)
H (-1.428, -5.046, -2.646)
H (-3.466, -3.928, -2.448)
H (-0.576, -3.635, -3.239)
H (-3.296, -4.806, -0.881)
H (-1.107, -4.153, 1.005)
H (0.328, -3.961, -0.959)
H (-3.239, -4.837, 0.863)
H (-3.976, -2.633, 1.138)
H (-3.832, -0.825, -0.480)
H (-4.933, -3.206, -0.224)
H (-2.750, -3.030, -3.759)
H (-2.408, -1.112, -2.522)
P (0.872, -1.619, 0.178)
C (1.208, -3.009, 1.303)
C (1.187, -1.778, -1.627)
P (-1.864, 0.829, 0.045)
C (-0.964, -1.025, 0.361)
C (-2.388, 1.117, -1.668)
C (-3.276, 0.933, 1.183)
H (1.150, -2.628, 2.336)
H (2.237, -3.363, 1.138)
H (0.545, -3.879, 1.231)
H (0.417, -2.319, -2.192)
H (2.142, -2.311, -1.752)
H (1.287, -0.782, -2.094)
H (-3.986, 0.102, 1.124)
H (-3.813, 1.873, 0.998)
H (-2.897, 0.971, 2.217)
H (-1.448, -1.446, 1.257)
H (-1.292, -1.618, -0.495)
H (-2.673, 2.177, -1.765)
H (-3.244, 0.519, -2.002)
H (-1.545, 0.941, -2.352)
C (0.849, 1.386, 3.408)
H (0.089, 0.669, 3.766)
H (0.580, 2.394, 3.752)
H (1.825, 1.127, 3.850)